(1)
Entry from the Open Molecules 2025 dataset: the ion C5H6ClN2S with charge +1 (wB97M-V/def2-TZVPD).

```
15
Properties=species:S:1:pos:R:3:mulliken_charge:R:1
C 0.50818 -2.35697 0.73556 -0.7865
C 1.00828 -0.91963 0.15014 0.5232
S 2.66288 -0.89851 -0.31157 0.0627
Cl 3.22393 1.07226 -0.53017 -0.1291
N 0.14437 0.08760 -0.11013 0.1000
C -0.90524 0.28973 0.82527 -0.3313
C -1.75759 1.21273 0.29791 -0.5404
N -1.22673 1.57165 -0.88765 -0.0806
C -0.12738 0.82308 -1.16721 -0.1875
H 1.50258 -2.70452 0.99302 0.2466
H -0.41039 -2.78399 1.13644 0.3918
H -0.78543 -0.14471 1.79503 0.4833
H -2.58132 1.65135 0.65789 0.5018
H -1.69717 2.19441 -1.58129 0.2810
H 0.44104 0.90552 -2.00324 0.4649
```

- net charge = +1
- HOMO-LUMO gap (spin up / spin down) (eV) = 7.6 / 7.6
- HOMO energy (spin up / spin down) (eV) = -12.28 / -12.23
- SMILES = C=C(SCl)[n+]1cc[nH]c1

(2)
Entry from the Open Molecules 2025 dataset: a structure of composition C9H17N2O (wB97M-V/def2-TZVPD).

```
29
Properties=species:S:1:pos:R:3:mulliken_charge:R:1
C -1.42499 -2.76475 -1.40910 -0.7710
C -1.85952 -3.51390 -0.27543 -0.0266
C 1.08128 2.20650 -0.30517 -0.4714
C -0.27695 2.17101 -0.93325 -0.7120
C 1.88953 1.16096 -1.06433 -0.7640
C -1.06512 0.82712 -0.62659 -0.4238
C 1.29948 -0.22191 -0.86500 -0.7735
C -0.21636 -0.32719 -1.28637 0.2857
C -0.68429 -1.72439 -0.92191 0.3034
N -0.31031 -2.23134 0.83429 -0.1926
N -0.88554 -0.90492 3.12082 -0.8527
O -1.36757 -3.15153 0.88880 -0.1775
H -1.48346 -2.98154 -2.43262 0.4525
H -2.67781 -4.32512 -0.21577 0.3922
H 1.43493 3.31033 -0.40623 0.2533
H 1.12378 1.94853 0.71717 0.3013
H -0.97428 3.00649 -0.56025 0.3454
H -0.34441 2.25833 -2.09122 0.3287
H 1.88475 1.40770 -2.13033 0.3704
H 2.99466 1.25172 -0.70050 0.3021
H -0.98911 0.59029 0.46234 0.0220
H -2.14662 0.87181 -0.96303 0.3436
H 1.91412 -0.97781 -1.36428 0.3871
H 1.38662 -0.58622 0.22161 0.2773
H -0.30908 -0.16251 -2.33698 0.5790
H -0.33713 -1.64160 1.72115 0.4602
H -1.82869 -0.67217 2.80525 0.2666
H -0.25717 -0.01499 3.02599 0.2747
H -0.97615 -1.19694 4.10902 0.2197
```

- net charge = +1
- HOMO-LUMO gap (spin up / spin down) (eV) = 8.9 / 8.9
- HOMO energy (spin up / spin down) (eV) = -13.78 / -13.78

(3)
Entry from the Open Molecules 2025 dataset: a cluster of 6 separate species, C18H42Cl3N3O14 in total (wB97M-V/def2-TZVPD).

```
80
Properties=species:S:1:pos:R:3:mulliken_spin:R:1
N -1.35987 -0.62931 -1.80419 0.0020
H -1.27781 0.29150 -2.21097 0.0017
H -1.81628 -1.23692 -2.46947 -0.0022
H -1.99026 -0.58351 -1.01640 -0.0005
H -0.49696 -1.02034 -1.45406 -0.0006
Cl -2.35636 -4.23933 -2.41945 -0.0277
O -2.30741 -3.88852 -3.84553 0.2100
O -3.52066 -3.59663 -1.79660 0.0507
O -2.48137 -5.63204 -2.41163 0.0765
O -1.08096 -3.80993 -1.81686 0.0059
Cl -4.03561 -1.60880 1.19695 0.0001
O -4.97937 -1.45567 0.15100 0.0001
O -2.79550 -1.23258 0.61774 -0.0008
O -4.32452 -0.90585 2.39239 0.0000
O -4.06635 -3.02640 1.41728 0.0003
Cl -0.88301 -1.57684 -6.33179 -0.0584
O -0.38214 -0.85417 -7.42529 0.0048
O -0.43029 -1.14189 -5.03513 0.0694
O -2.35826 -1.42533 -6.32813 0.4099
O -0.74551 -3.01006 -6.44846 0.2588
C 0.37691 -2.94732 2.78282 0.0001
C 0.86278 -1.53688 2.85272 0.0000
C 1.83779 -1.38339 4.11379 0.0000
C 3.19899 -2.02362 4.00684 0.0000
C 3.79056 -1.23913 2.77811 0.0000
C 3.01355 -1.33808 1.41479 0.0000
N 1.56959 -1.10355 1.57279 0.0001
O 0.80892 -1.08875 0.40252 0.0002
C 3.64815 -0.24401 0.57421 0.0000
C 3.36070 -2.71475 0.65253 0.0000
C -0.35827 -0.60586 3.23784 0.0000
H 1.17973 -3.68458 2.77616 0.0000
H -0.28591 -3.05904 1.92476 -0.0001
H -0.19997 -3.16594 3.68144 0.0000
H 1.88902 -0.37086 4.51413 0.0000
H 1.41113 -1.97712 4.92221 0.0000
H 3.18055 -3.10963 3.91548 0.0000
H 3.78593 -1.80729 4.89947 0.0000
H 4.83102 -1.56052 2.73057 0.0000
H 3.91292 -0.19766 3.07554 0.0000
H 3.24893 -0.38021 -0.43087 0.0000
H 3.42533 0.78055 0.87211 0.0000
H 4.72874 -0.34834 0.47643 0.0000
H 4.39168 -2.67776 0.30065 0.0000
H 3.31800 -3.49543 1.41201 0.0000
H 2.58156 -3.07862 -0.01727 0.0000
H 0.03787 0.40339 3.35005 0.0000
H -0.79536 -0.89587 4.19332 0.0000
H -1.06657 -0.49223 2.41717 0.0000
H 0.84342 -2.03241 0.22957 0.0000
C -3.22683 2.01399 -0.50216 -0.0001
C -1.96981 2.92480 -0.51118 0.0000
C -1.42935 2.92497 0.93697 0.0000
C -0.04168 3.45534 1.10317 0.0000
C 0.87964 2.52773 0.23720 0.0001
C 0.55217 2.62897 -1.30926 0.0001
N -0.95176 2.34127 -1.47657 0.0001
O -1.32762 2.13827 -2.77958 -0.0001
C 0.99336 4.00573 -1.89240 0.0000
C 1.54242 1.60071 -1.91813 -0.0002
C -2.37462 4.38694 -1.02651 0.0000
H -3.20777 1.21141 -1.23946 0.0001
H -3.38035 1.40500 0.38872 0.0000
H -4.16202 2.55147 -0.65906 0.0000
H -2.06184 3.57253 1.54419 0.0000
H -1.60024 1.91345 1.30538 0.0000
H 0.00722 4.53278 0.94562 0.0000
H 0.27144 3.34416 2.14129 0.0000
H 0.80292 1.49895 0.58909 0.0000
H 1.95259 2.69084 0.33852 0.0000
H 0.89420 4.78483 -1.13657 0.0000
H 0.39781 4.28835 -2.76047 0.0000
H 2.04173 4.04614 -2.18801 0.0000
H 1.35819 0.63202 -1.45358 0.0001
H 2.59724 1.81413 -1.74521 0.0000
H 1.37788 1.37937 -2.97266 -0.0001
H -1.50933 5.04929 -1.00072 0.0000
H -2.72484 4.37343 -2.05863 0.0000
H -3.09306 4.89042 -0.37963 0.0000
H -1.44720 3.03029 -3.11365 0.0000
```

- spin multiplicity = 2
- net charge = -1
- HOMO-LUMO gap (spin up / spin down) (eV) = 8.1 / 3.3
- HOMO energy (spin up / spin down) (eV) = -6.09 / -6.09

(4)
Entry from the Open Molecules 2025 dataset: the ion C2H6N2P with charge +1 (wB97M-V/def2-TZVPD).

```
11
Properties=species:S:1:pos:R:3:mulliken_charge:R:1
C 0.64399 -1.01995 -0.21241 0.0303
N 1.02259 0.23295 -0.27734 -0.1492
C -0.05211 1.23544 -0.13874 -0.4746
P -1.70445 0.20837 -0.01487 0.0841
N -0.64372 -1.30807 -0.01232 -0.2023
H 1.35129 -1.76992 -0.19531 0.4219
H 2.04626 0.35762 -0.58374 0.3006
H 0.26359 1.79390 0.88006 0.3167
H 0.01206 2.11707 -0.92740 0.3340
H -1.86439 0.29493 1.40116 0.1272
H -1.07511 -2.14233 0.08090 0.2114
```

- net charge = +1
- HOMO-LUMO gap (eV) = 10.4
- HOMO energy (eV) = -14.16
- SMILES = C1=[NH+]CPN1

(5)
Entry from the Open Molecules 2025 dataset: the molecule C3H11N3O (wB97M-V/def2-TZVPD).

```
18
Properties=species:S:1:pos:R:3:mulliken_charge:R:1
C -0.95502 0.97821 -1.14761 -1.1062
C -0.07158 0.66333 0.05671 0.2367
O 1.39390 0.73801 -0.49894 -0.3159
N 2.29322 1.20005 0.54624 -0.5766
N -0.13972 -0.63300 0.72654 -0.0039
C 0.09343 -1.77930 -0.14971 -0.9081
N -1.59235 -0.54536 1.13242 -0.6196
H -0.50467 1.78739 -1.73107 0.3924
H -1.06925 0.13420 -1.83305 0.2530
H -1.94865 1.31121 -0.83297 0.3180
H -0.10740 1.48659 0.77794 0.4574
H 2.94668 0.41967 0.62322 0.2225
H 2.80191 1.95068 0.07851 0.2530
H 1.14291 -1.77705 -0.46054 0.2799
H -0.09587 -2.70568 0.40291 0.3514
H -0.53284 -1.79693 -1.04683 0.3183
H -1.69542 0.03285 1.96868 0.1948
H -1.95926 -1.46484 1.38756 0.2528
```

- net charge = 0
- HOMO-LUMO gap (eV) = 9.4
- HOMO energy (eV) = -8.32
- SMILES = C[C@H](ON)N(C)N

(6)
Entry from the Open Molecules 2025 dataset: the molecule C15H12F4O3 (wB97M-V/def2-TZVPD).

```
34
Properties=species:S:1:pos:R:3:mulliken_charge:R:1
C -2.21719 1.91642 -0.80790 -1.0032
C -1.01970 2.77490 -1.25828 -0.7004
C 0.34972 2.03989 -1.31749 -0.1660
F 1.37660 2.79165 -0.76861 -0.3945
C 0.29681 0.64382 -0.72864 0.6004
C 0.32266 0.38148 0.57737 0.4081
C 0.43784 1.49982 1.60437 -0.9240
O 0.58232 0.99790 2.93630 -0.3416
C -0.30743 1.49470 3.81351 0.8872
F -1.50798 0.91930 3.69816 -0.2475
F -0.44162 2.82357 3.74746 -0.2570
F 0.13645 1.20552 5.04632 -0.2835
C 0.20753 -1.06038 1.00047 0.1772
O -0.21573 -1.40291 2.08796 -0.5700
C 0.59446 -2.13088 0.01286 0.3864
C 0.92472 -3.40028 0.40678 -0.8198
C 1.25092 -4.29938 -0.56081 -0.4117
C 1.26709 -3.98343 -1.89049 -0.5502
C 0.91449 -2.72497 -2.29848 -0.5464
C 0.57894 -1.82667 -1.32368 0.4413
C 0.17089 -0.44708 -1.74372 0.2887
O -0.26700 -0.23624 -2.86084 -0.6148
H -2.34180 1.00559 -1.39092 0.2391
H -3.12284 2.50687 -0.95913 0.4068
H -2.12362 1.70743 0.25674 0.2406
H -1.24712 3.11210 -2.27125 0.4066
H -0.95631 3.67661 -0.64609 0.3484
H 0.57473 1.93252 -2.37815 0.3988
H -0.43232 2.14204 1.47257 0.4205
H 1.35662 2.02989 1.37041 0.3721
H 0.91257 -3.66643 1.45425 0.5165
H 1.51052 -5.31763 -0.29849 0.3874
H 1.55212 -4.69728 -2.65185 0.4042
H 0.88266 -2.40845 -3.33075 0.5002
```

- net charge = 0
- HOMO-LUMO gap (eV) = 8.7
- HOMO energy (eV) = -9.91
- SMILES = CC[C@@H](F)C1=C(COC(F)(F)F)C(=O)c2ccccc2C1=O

Which formula does entry 6 have? C15H12F4O3

Which formula does entry 5 have? C3H11N3O

What is the net charge in the fifth record? 0